1.
{
  "formula": "C3H6N2O2",
  "method": "the ωB97M-V functional and the def2-TZVPD basis",
  "e_homo_ha": -0.350,
  "lumo_ev": 0.441,
  "smiles": "NC(=O)NCC=O",
  "fmax_ev_per_a": 3.3,
  "charge": 0,
  "spin_multiplicity": 1,
  "species": ["N", "C", "O", "N", "C", "C", "O", "H", "H", "H", "H", "H", "H"],
  "coordinates": [[0.246, 0.509, 1.776], [0.860, -0.685, 1.185], [1.722, -1.398, 1.645], [0.682, -0.708, -0.208], [-0.543, -0.501, -0.950], [-0.587, 1.011, -1.382], [-1.383, 1.685, -0.714], [-0.084, 0.715, 2.726], [-0.354, 1.054, 1.139], [1.378, -1.178, -0.688], [-1.562, -0.634, -0.420], [-0.522, -1.105, -1.900], [0.146, 1.236, -2.207]],
  "nbo_charge": [-0.884, 0.800, -0.596, -0.662, -0.325, 0.429, -0.540, 0.407, 0.394, 0.402, 0.226, 0.210, 0.137]
}

---

2.
{
  "formula": "C3H6N2O2",
  "method": "the ωB97M-V functional and the def2-TZVPD basis",
  "e_homo_ha": -0.347,
  "lumo_ev": 0.683,
  "smiles": "C/C(=N\\N)C(=O)O",
  "fmax_ev_per_a": 2.4,
  "charge": 0,
  "spin_multiplicity": 1,
  "species": ["C", "C", "N", "N", "C", "O", "O", "H", "H", "H", "H", "H", "H"],
  "coordinates": [[-0.133, -0.609, -1.041], [-0.245, 0.160, 0.268], [0.178, 1.355, 0.344], [0.324, 2.033, -0.829], [-0.275, -0.548, 1.612], [-0.012, -0.017, 2.656], [-0.541, -1.870, 1.397], [-0.735, -0.037, -1.795], [-0.601, -1.588, -0.953], [0.865, -0.703, -1.448], [1.116, 2.699, -0.743], [0.517, 1.438, -1.691], [-0.459, -2.312, 2.223]],
  "nbo_charge": [-0.698, 0.050, -0.141, -0.623, 0.754, -0.554, -0.690, 0.216, 0.251, 0.225, 0.373, 0.342, 0.493]
}

---

3.
{
  "formula": "C3H6N2O2",
  "method": "the ωB97M-V functional and the def2-TZVPD basis",
  "e_homo_ha": -0.324,
  "lumo_ev": 0.556,
  "smiles": "[H]/N=C(/NO)C(C)=O",
  "fmax_ev_per_a": 3.8,
  "charge": 0,
  "spin_multiplicity": 1,
  "species": ["H", "N", "C", "N", "O", "C", "C", "O", "H", "H", "H", "H", "H"],
  "coordinates": [[-0.046, -1.497, 1.902], [-0.078, -0.501, 1.833], [-0.176, 0.009, 0.671], [-0.731, 1.257, 0.552], [-1.393, 1.695, 1.650], [0.033, -0.774, -0.534], [1.001, -0.423, -1.671], [-0.613, -1.792, -0.546], [-1.010, 1.523, -0.464], [-0.893, 1.411, 2.469], [0.504, 0.015, -2.580], [1.730, 0.325, -1.299], [1.673, -1.249, -1.983]],
  "nbo_charge": [0.374, -0.753, 0.303, -0.303, -0.545, 0.510, -0.730, -0.492, 0.397, 0.512, 0.247, 0.225, 0.255]
}

---

4.
{
  "formula": "C3H6N2O2",
  "method": "the ωB97M-V functional and the def2-TZVPD basis",
  "e_homo_ha": -0.347,
  "lumo_ev": 0.833,
  "smiles": "C/N=C1\\NOCO1",
  "fmax_ev_per_a": 4.9,
  "charge": 0,
  "spin_multiplicity": 1,
  "species": ["C", "N", "C", "N", "O", "C", "O", "H", "H", "H", "H", "H", "H"],
  "coordinates": [[1.154, 1.442, -1.286], [0.583, 1.386, -0.032], [-0.021, 0.340, 0.361], [-0.138, -0.917, -0.413], [-1.174, -1.699, 0.250], [-0.947, -1.235, 1.549], [-0.746, 0.159, 1.435], [0.334, 1.206, -2.015], [1.506, 2.446, -1.467], [1.999, 0.753, -1.275], [-0.655, -0.737, -1.263], [-1.828, -1.465, 2.143], [-0.067, -1.678, 2.015]],
  "nbo_charge": [-0.424, -0.490, 0.648, -0.383, -0.378, 0.200, -0.465, 0.169, 0.204, 0.202, 0.373, 0.190, 0.153]
}

---

5.
{
  "formula": "C3H6N2O2",
  "method": "the ωB97M-V functional and the def2-TZVPD basis",
  "e_homo_ha": -0.374,
  "lumo_ev": 0.717,
  "smiles": "[H]/N=C1\\NO[C@@H](C)O1",
  "fmax_ev_per_a": 4.4,
  "charge": 0,
  "spin_multiplicity": 1,
  "species": ["H", "N", "C", "N", "O", "C", "C", "O", "H", "H", "H", "H", "H"],
  "coordinates": [[-1.756, -1.476, 1.935], [-1.075, -0.646, 2.149], [-0.481, -0.501, 1.002], [-0.389, -1.451, -0.128], [-0.232, -0.462, -1.244], [0.762, 0.476, -0.573], [1.021, 1.682, -1.471], [0.286, 0.685, 0.737], [-1.425, -1.614, -0.472], [1.773, 0.073, -0.239], [0.162, 2.335, -1.711], [1.691, 2.350, -0.889], [1.550, 1.281, -2.461]],
  "nbo_charge": [0.340, -0.653, 0.624, -0.351, -0.410, 0.344, -0.655, -0.495, 0.388, 0.166, 0.231, 0.232, 0.240]
}

---

6.
{
  "formula": "C3H6N2O2",
  "method": "the ωB97M-V functional and the def2-TZVPD basis",
  "e_homo_ha": -0.300,
  "lumo_ev": 0.809,
  "smiles": "[O-][N+]1=CN(O)CC1",
  "fmax_ev_per_a": 3.5,
  "charge": 0,
  "spin_multiplicity": 1,
  "species": ["O", "N", "C", "N", "O", "C", "C", "H", "H", "H", "H", "H", "H"],
  "coordinates": [[-2.275, -0.440, -1.874], [-1.275, -0.238, -1.215], [-0.372, 0.660, -1.437], [0.795, 0.507, -0.497], [1.343, 1.786, -0.183], [0.187, -0.201, 0.679], [-0.984, -0.922, 0.074], [-0.454, 1.278, -2.393], [1.989, 1.760, -0.902], [-0.185, 0.642, 1.328], [0.800, -1.019, 1.314], [-0.758, -1.951, -0.186], [-1.807, -1.052, 0.773]],
  "nbo_charge": [-0.513, 0.133, 0.077, -0.176, -0.563, -0.253, -0.283, 0.230, 0.477, 0.205, 0.224, 0.211, 0.232]
}

---

7.
{
  "formula": "C3H6N2O2",
  "method": "the ωB97M-V functional and the def2-TZVPD basis",
  "e_homo_ha": -0.324,
  "lumo_ev": 0.947,
  "fmax_ev_per_a": 0.6,
  "charge": 0,
  "spin_multiplicity": 1,
  "species": ["N", "C", "O", "C", "O", "C", "N", "H", "H", "H", "H", "H", "H"],
  "coordinates": [[0.984, 0.416, -1.542], [0.482, 0.039, -0.309], [1.178, -0.819, 0.407], [-0.097, 1.179, 0.563], [-0.584, 0.377, 1.653], [-0.644, -0.840, 1.114], [-1.010, -0.844, -0.185], [1.419, -0.345, -2.043], [0.384, 0.985, -2.124], [-0.916, 1.718, 0.077], [0.663, 1.856, 0.960], [-0.756, -1.653, 1.827], [-0.857, -1.766, -0.589]],
  "nbo_charge": [-0.817, 0.575, -0.718, -0.145, -0.460, 0.546, -0.732, 0.390, 0.382, 0.192, 0.210, 0.203, 0.372]
}

---

8.
{
  "formula": "C3H6N2O2",
  "method": "the ωB97M-V functional and the def2-TZVPD basis",
  "e_homo_ha": -0.357,
  "lumo_ev": 0.739,
  "smiles": "NC(=O)CNC=O",
  "fmax_ev_per_a": 0.4,
  "charge": 0,
  "spin_multiplicity": 1,
  "species": ["N", "C", "O", "C", "N", "C", "O", "H", "H", "H", "H", "H", "H"],
  "coordinates": [[1.311, -0.990, -0.544], [1.188, 0.350, -0.727], [1.835, 0.987, -1.538], [0.151, 1.029, 0.179], [-1.191, 0.477, 0.059], [-1.535, -0.614, 0.778], [-0.769, -1.186, 1.538], [1.980, -1.485, -1.113], [0.839, -1.463, 0.216], [0.139, 2.089, -0.072], [0.464, 0.918, 1.224], [-1.839, 0.841, -0.626], [-2.574, -0.953, 0.626]],
  "nbo_charge": [-0.833, 0.657, -0.609, -0.333, -0.601, 0.527, -0.643, 0.403, 0.423, 0.233, 0.240, 0.408, 0.127]
}

---

Summary of gap between HOMO and LUMO in eV
10.0; 10.1; 9.4; 10.3; 10.9; 9.0; 9.8; 10.5
(order as listed above)
Summary of relative energy (zero: lowest compared OMol25 entry of this formula, charge and spin) in kcal per mole
50.4; 54.3; 99.7; 97.4; 111.8; 145.1; 87.0; 10.2
(order as listed above)